11 unconnected molecules or ions with the total composition C20H35Cl20F3O3 at a distorted geometry. Source: the Open Molecules 2025 dataset; level of theory: ωB97M-V/def2-TZVPD.

For the HOMO energy, the calculation gives -10.7 eV. The value obtained for the relative energy (zero: lowest compared OMol25 entry of this formula, charge and spin) is 39.9 kJ/mol. As for the largest force on an atom: 1.7 eV/Å. The LUMO energy is 0.2182 eV. The orbital gap comes out at 10.95 eV.

The geometry in ORCA input format:
```
! wB97M-V def2-TZVPD RIJCOSX def2/J DEFGRID3
* xyz 0 1
C 0.5982 1.1603 4.1201
C 1.6625 1.5987 3.1165
C 2.1976 0.4060 2.3109
C 3.2225 0.8808 1.2513
C 2.9303 0.4261 -0.1696
C 1.4913 0.5314 -0.6557
C 0.9704 -0.9171 -0.5099
O -0.1716 -1.2575 -0.7069
O 1.9814 -1.7413 -0.1587
C 3.1734 -1.0420 -0.5261
C 4.4611 -1.6747 -0.0960
O 4.5723 -3.0584 -0.4578
C 4.8457 -3.2881 -1.7598
F 5.2109 -4.5838 -1.8597
F 5.8664 -2.5580 -2.2411
F 3.7765 -3.1336 -2.5610
H 0.3132 2.0453 4.6840
H -0.2553 0.7420 3.5930
H 0.9714 0.4355 4.8399
H 1.1608 2.2458 2.3940
H 2.4786 2.1200 3.6131
H 2.6960 -0.2438 3.0278
H 1.3368 -0.0696 1.8514
H 3.1740 1.9699 1.2689
H 4.2390 0.6415 1.5557
H 3.6341 0.9647 -0.8076
H 0.7915 1.1674 -0.1002
H 1.4323 0.6800 -1.7322
H 3.1467 -1.0142 -1.6212
H 5.2995 -1.0626 -0.4134
H 4.4700 -1.6654 0.9930
Cl -0.8122 2.5819 -0.0721
C -2.2304 1.5731 -0.4044
Cl -3.3220 2.3448 -1.5594
H -1.8907 0.6287 -0.8168
H -2.7635 1.4103 0.5246
Cl 3.3434 3.9570 4.9162
C 2.3700 5.4187 4.6911
Cl 0.6397 5.0778 4.7452
H 2.6108 6.1169 5.4833
H 2.6108 5.8466 3.7255
Cl -8.0644 4.0220 -0.9462
C -6.9735 2.9127 -0.1006
Cl -6.4214 3.5885 1.4371
H -7.5028 1.9964 0.0964
H -6.1090 2.7271 -0.7277
Cl 7.7078 -1.9018 -5.9414
C 8.4266 -2.9473 -4.7106
Cl 10.0455 -2.4009 -4.2558
H 7.7949 -2.9319 -3.8316
H 8.4967 -3.9536 -5.1051
Cl 1.0182 -2.7431 -4.0235
C -0.1572 -3.6026 -3.0186
Cl -1.7548 -3.6532 -3.7789
H 0.1896 -4.6186 -2.8732
H -0.2435 -3.0902 -2.0682
Cl -1.5924 -5.3346 -8.4633
C -2.7946 -4.4576 -7.5097
Cl -3.7545 -3.3616 -8.5118
H -3.4599 -5.1755 -7.0458
H -2.2813 -3.8771 -6.7525
Cl 2.4700 -5.8594 1.9749
C 3.7532 -4.7012 2.3372
Cl 3.4753 -3.8720 3.8764
H 4.6959 -5.2319 2.3932
H 3.7861 -3.9628 1.5486
Cl -6.6279 -0.2526 -0.4675
C -7.5998 -1.6116 0.1148
Cl -9.0157 -1.0605 1.0151
H -7.9315 -2.1891 -0.7393
H -6.9859 -2.2205 0.7670
Cl -11.4273 6.1306 -4.3395
C -9.8583 6.1570 -3.5252
Cl -9.9340 6.9967 -1.9721
H -9.5408 5.1357 -3.3516
H -9.1467 6.6696 -4.1609
Cl 0.2978 1.8546 7.0276
C -1.0001 2.5819 7.9830
Cl -2.0587 3.5945 6.9919
H -1.5931 1.7880 8.4204
H -0.5617 3.1951 8.7610
*
```

Here are the Mulliken charges for atoms 1 to 2, given in e: number 1, C, carries -1.21; number 2, C, carries 0.29

=====

2 unconnected molecules or ions with the total composition C4H11S2 at a distorted geometry. Source: the Open Molecules 2025 dataset; level of theory: ωB97M-V/def2-TZVPD.

For the HOMO energy, the calculation gives -2.4 eV. The value obtained for the relative energy (zero: lowest compared OMol25 entry of this formula, charge and spin) is 151.8 kJ/mol. As for the largest force on an atom: 3.9 eV/Å. The LUMO energy is 3.2733 eV. The orbital gap comes out at 5.64 eV.

The geometry in ORCA input format:
```
! wB97M-V def2-TZVPD RIJCOSX def2/J DEFGRID3
* xyz -1 1
C -1.7573 0.6925 1.3844
S -2.3359 1.2829 -0.1969
C -1.6092 0.0279 -1.0930
H -0.6896 0.2526 1.2306
H -2.3622 -0.1174 1.7824
H -1.7603 1.7095 1.9451
H -1.2532 -0.7449 -0.4258
H -2.4455 -0.3980 -1.6425
H -0.8877 0.2474 -1.7552
C 2.3451 -2.0656 -0.7232
C 1.7494 -1.4061 0.4483
S 1.9949 0.3186 0.1942
H 3.4324 -1.6314 -0.7937
H 1.7613 -1.8049 -1.6398
H 2.4049 -3.1124 -0.6983
H 2.1979 -1.8291 1.2806
H 0.6888 -1.6871 0.6613
*
```

Here are the Mulliken charges for atoms 1 to 2, given in e: number 1, C, carries -0.58; number 2, S, carries -0.14